No. 1
The following is a DFT calculation (ωB97M-V/def2-TZVPD) of the molecule C6H11ClN2.

SMILES: CN1C=C[C@](C)(Cl)N1C
net charge: 0
max |F|: 4.9 eV Å⁻¹
Kohn-Sham gap: 8.346 eV
electronic energy: -804.832581 Eh
energy above the lowest of the compared OMol25 structures with the same formula, charge and spin: 181.3 kJ/mol

Last column: Löwdin charge in e.
Cartesian coordinates (Å):
C  2.33070  0.56273  0.96401  0.008
N  0.99778  0.71646  0.39316  -0.116
C  0.50974  1.77308  -0.29563  -0.084
C  -0.63592  1.45018  -0.94010  -0.096
C  -0.91948  0.05305  -0.65900  -0.507
C  -1.84640  -0.86765  -1.47037  -0.065
Cl  -2.30528  0.35576  1.05492  0.172
N  0.21970  -0.41691  -0.02586  -0.100
C  0.07606  -1.47409  0.99261  -0.059
H  2.52887  1.22833  1.77405  0.095
H  2.21587  -0.41189  1.32508  0.052
H  3.07766  0.50431  0.22105  0.081
H  1.02679  2.80528  -0.51715  0.172
H  -1.18114  2.09435  -1.43824  0.054
H  -1.83848  -1.84092  -1.10766  0.041
H  -1.61445  -0.88146  -2.54767  0.090
H  -2.86380  -0.47819  -1.24979  0.061
H  0.36283  -1.18003  1.95316  0.067
H  -0.95368  -1.76797  0.88769  0.041
H  0.81265  -2.22442  0.68574  0.093


No. 2
The following is a DFT calculation (ωB97M-V/def2-TZVPD) of a cluster of 3 separate species, C35H64FN4O8 in total.

net charge: +1
max |F|: 8.4 eV Å⁻¹
Kohn-Sham gap: 8.448 eV
electronic energy: -2292.003808 Eh

Last column: Löwdin charge in e.
Cartesian coordinates (Å):
C  0.61903  -2.31267  3.79615  -0.144
C  1.40039  -2.75684  2.39838  -0.247
C  2.92906  -2.17685  2.27898  -0.217
C  3.80853  -2.89781  1.06248  -0.195
C  3.03416  -2.85254  -0.40196  -0.213
C  2.70815  -4.33001  -1.03385  -0.211
C  1.30151  -5.00662  -0.53337  -0.212
C  -0.04226  -4.11056  -0.81388  -0.230
C  -0.55617  -4.09357  -2.37056  -0.214
C  -2.19107  -4.31298  -2.54664  -0.204
C  -3.01680  -3.37712  -1.48377  -0.233
C  -4.35894  -2.65442  -2.08806  -0.221
C  -5.34309  -2.01291  -0.92782  -0.212
C  -4.55643  -1.44018  0.39128  -0.218
C  -5.22336  -0.10889  1.07720  -0.171
C  -5.46793  1.15188  0.05833  -0.133
N  -4.31646  2.12738  -0.04594  0.005
C  -2.90238  1.92618  -0.55324  0.021
F  -2.28198  0.67723  -1.05379  -0.009
C  -2.14488  3.38559  -0.45970  0.005
C  -0.58233  3.67503  -0.94908  -0.137
C  0.34473  4.34881  0.23529  -0.200
C  1.38064  3.16581  0.74777  -0.220
C  2.54078  2.77169  -0.35516  -0.195
C  3.46818  1.58722  0.37636  -0.158
C  4.91006  1.52073  -0.46897  -0.180
O  4.53758  1.58710  -1.89022  -0.123
C  5.48703  2.37911  -2.68591  -0.284
C  5.93014  1.73604  -4.16323  -0.019
O  5.99346  3.57415  -2.37341  -0.029
N  -3.15659  4.35852  0.12342  -0.099
N  -2.85688  5.69320  0.36147  0.093
C  -4.45671  3.58560  0.35236  -0.091
N  -5.61682  4.38025  0.91147  0.100
H  1.35509  -2.17158  4.70650  0.076
H  -0.23285  -3.11298  4.03307  0.083
H  0.04388  -1.29730  3.55041  0.067
H  0.77451  -2.28423  1.50799  0.088
H  1.45028  -3.92848  2.36701  0.103
H  3.51061  -2.42233  3.28951  0.096
H  2.99321  -1.00681  2.13664  0.097
H  4.79543  -2.23363  0.97114  0.107
H  4.03287  -3.98974  1.44117  0.109
H  2.12064  -2.12228  -0.34430  0.086
H  3.81217  -2.33884  -1.14759  0.109
H  2.78994  -4.31090  -2.21075  0.112
H  3.57733  -5.05550  -0.66784  0.115
H  1.38549  -5.30188  0.61415  0.104
H  1.15718  -6.02303  -1.13265  0.118
H  -0.88678  -4.52004  -0.08745  0.118
H  0.10114  -2.96867  -0.49926  0.085
H  0.01896  -4.91363  -2.97571  0.108
H  -0.28302  -3.03545  -2.84087  0.117
H  -2.54147  -4.11587  -3.64850  0.112
H  -2.43078  -5.44786  -2.27471  0.122
H  -2.29148  -2.49300  -1.14138  0.101
H  -3.34782  -3.95905  -0.49541  0.128
H  -5.02531  -3.40068  -2.72551  0.121
H  -4.07980  -1.76748  -2.82784  0.115
H  -6.01603  -2.92125  -0.54576  0.124
H  -6.08124  -1.26021  -1.43625  0.096
H  -3.41756  -1.21883  0.23795  0.092
H  -4.61089  -2.30161  1.21598  0.132
H  -6.25867  -0.40847  1.56765  0.130
H  -4.48638  0.21478  1.95866  0.134
H  -5.77608  0.86057  -1.03271  0.138
H  -6.38528  1.76865  0.50531  0.132
H  -0.11386  2.68034  -1.39773  0.123
H  -0.63390  4.44107  -1.85754  0.123
H  -0.39110  4.60632  1.13157  0.110
H  0.87992  5.32767  -0.13063  0.124
H  0.73568  2.20989  0.98481  0.123
H  1.88303  3.55557  1.73192  0.119
H  3.17797  3.72357  -0.64060  0.131
H  2.05886  2.31610  -1.34600  0.115
H  2.92375  0.56200  0.16565  0.106
H  3.63451  1.80667  1.52459  0.127
H  5.53961  2.42497  -0.07504  0.138
H  5.41706  0.51692  -0.14333  0.129
H  5.63307  2.57753  -4.95227  0.102
H  7.07404  1.49890  -4.23112  0.100
H  5.22615  0.82128  -4.40038  0.088
H  -2.41024  6.03398  -0.52184  0.119
H  -3.77033  6.21044  0.45226  0.120
H  -5.47854  4.62692  1.91602  0.114
H  -6.54392  3.93898  0.72461  0.097
C  -4.80031  5.45338  -2.39878  -0.032
C  -5.20481  6.25064  -3.62152  -0.344
C  -4.07999  7.03064  -4.23463  -0.115
O  -4.76463  8.09018  -4.88044  0.073
C  -5.92337  8.28313  -4.18051  -0.498
O  -6.67388  9.23068  -4.33486  0.153
O  -6.12573  7.27288  -3.28143  0.087
H  -5.68623  5.05857  -1.88996  0.082
H  -4.14806  4.61774  -2.67101  0.092
H  -4.27607  6.08185  -1.67010  0.056
H  -5.68816  5.59376  -4.35599  0.167
H  -3.50598  6.44301  -4.95641  0.146
H  -3.39367  7.46242  -3.49781  0.139
C  7.20694  -6.03874  5.98594  -0.019
C  6.11973  -5.57594  5.03825  -0.352
C  6.24426  -4.13799  4.63044  -0.107
O  4.90511  -3.79643  4.31674  0.020
C  4.11187  -4.61311  5.07410  -0.496
O  2.90770  -4.47916  5.20435  0.133
O  4.85073  -5.59802  5.66903  0.093
H  6.96468  -7.02673  6.39189  0.092
H  8.17516  -6.09347  5.47860  0.093
H  7.30047  -5.36328  6.84371  0.092
H  6.07296  -6.24050  4.16604  0.163
H  6.89285  -4.00288  3.76046  0.146
H  6.58706  -3.48173  5.43802  0.144


No. 3
The following is a DFT calculation (ωB97M-V/def2-TZVPD) of the molecule C3H2N2O.

net charge: 0
max |F|: 2.1 eV Å⁻¹
Kohn-Sham gap: 7.839 eV
electronic energy: -300.101521 Eh
energy above the lowest of the compared OMol25 structures with the same formula, charge and spin: 341.0 kJ/mol

Last column: Löwdin charge in e.
Cartesian coordinates (Å):
C  -1.82697  -0.36545  -0.02341  -0.375
C  1.06133  0.63259  -0.12038  -0.243
C  -0.95754  -0.13309  1.01904  -0.056
N  -2.68948  -0.51200  -0.78292  0.112
N  1.99964  0.51403  -0.83369  0.304
O  0.15256  0.97616  0.56407  0.090
H  -0.40329  -0.98807  1.38726  0.053
H  2.66375  -0.12417  -1.20996  0.116


No. 4
The following is a DFT calculation (ωB97M-V/def2-TZVPD) of a structure of composition C20H29N3P2RuS.

net charge: +2
max |F|: 3.0 eV Å⁻¹
Kohn-Sham gap (spin up / spin down): 4.590 / 4.743 eV
electronic energy: -2118.912532 Eh
multiplicity: 5
energy above the lowest of the compared OMol25 structures with the same formula, charge and spin: 243.9 kJ/mol

Last column: Mulliken spin population.
Cartesian coordinates (Å):
C  -1.64523  3.00155  -2.92771  0.011
C  -1.32476  1.80776  -2.29085  0.092
C  0.04340  1.39256  -2.37397  0.024
C  1.10208  2.35777  -2.54012  -0.003
C  0.70180  3.68844  -2.89744  0.163
C  -0.63122  3.94747  -3.20484  0.036
C  2.41514  1.87826  -2.39676  0.084
C  2.68838  0.51934  -2.19679  0.007
C  1.54923  -0.35502  -2.01418  0.028
C  1.72528  -1.72127  -1.61479  0.071
C  2.95091  -2.29648  -1.91786  -0.018
C  4.06808  -1.48338  -2.22021  0.040
C  3.97370  -0.09484  -2.21432  0.097
H  -2.68735  3.19955  -3.18683  0.002
H  1.45928  4.47831  -2.97634  0.004
H  -0.92947  4.90156  -3.65839  0.001
H  3.22059  2.58531  -2.45452  -0.004
H  3.05627  -3.38565  -1.92552  0.002
H  5.02869  -1.96462  -2.39764  0.002
H  4.87035  0.53680  -2.28861  0.004
N  0.32320  0.07550  -2.35325  0.253
Ru  -0.82538  -0.17198  1.78853  2.372
C  -2.34676  0.89944  -1.63908  0.031
H  -2.22851  -0.11442  -2.04194  0.019
H  -3.35412  1.29969  -1.85504  0.005
C  0.57402  -2.48247  -0.98302  0.008
H  -0.32446  -2.32052  -1.59259  0.015
H  0.83940  -3.54710  -0.98432  0.003
P  -2.18516  0.68388  0.23925  -0.031
P  0.10767  -2.01893  0.75673  0.050
C  1.39462  -2.80440  1.74843  0.015
H  1.30563  -2.47772  2.79673  -0.028
H  1.27842  -3.89418  1.68490  0.007
H  2.38047  -2.51982  1.35440  0.001
C  -1.36569  -3.03942  1.10631  0.039
H  -1.06245  -4.06996  1.31740  0.009
H  -1.87085  -2.61736  1.98895  0.009
H  -2.06329  -3.03488  0.25791  -0.014
C  -2.58406  2.38573  0.73194  0.013
H  -3.58756  2.66681  0.38962  0.004
H  -2.51633  2.42497  1.82331  0.004
H  -1.83072  3.04626  0.29181  -0.009
C  -3.75277  -0.20792  0.58102  0.083
H  -3.82810  -0.31794  1.66859  -0.006
H  -4.61424  0.36362  0.20639  0.012
H  -3.74173  -1.20195  0.11659  0.006
H  -0.39976  1.30461  1.76880  0.132
H  0.63799  -0.08835  1.02982  0.144
N  0.54744  -1.33995  4.78660  0.025
C  0.14907  -0.08308  4.48548  0.002
N  1.01094  0.93129  4.61060  0.041
S  -1.49607  0.10175  3.96852  0.128
H  1.36954  -1.51553  5.36028  -0.001
H  -0.20954  -2.00971  4.87294  0.005
H  0.75288  1.86604  4.29791  0.009
H  1.88114  0.83458  5.11716  -0.002


No. 5
The following is a DFT calculation (ωB97M-V/def2-TZVPD) of a structure of composition C25H38N5O3P2S2Ti.

net charge: +2
max |F|: 0.9 eV Å⁻¹
Kohn-Sham gap (spin up / spin down): 6.859 / 7.091 eV
electronic energy: -3803.105750 Eh
multiplicity: 2
energy above the lowest of the compared OMol25 structures with the same formula, charge and spin: 0.0 kJ/mol

Last column: Mulliken spin population.
Cartesian coordinates (Å):
Ti  -0.63629  0.29092  0.60209  1.046
C  1.00023  -0.12082  4.09453  0.002
P  -0.41418  0.57932  3.20079  0.008
C  -0.60057  2.23560  3.91144  0.002
C  -1.87754  -0.29306  3.89626  0.007
C  -3.15226  -0.02058  3.08381  -0.003
P  -2.99926  -0.46833  1.31205  -0.014
C  -3.61134  -2.17326  1.21166  0.003
C  -4.29281  0.51045  0.50569  0.004
H  1.86450  0.52916  3.95331  0.001
H  1.25842  -1.11315  3.72706  0.001
H  0.78061  -0.18298  5.16137  0.000
H  -0.64533  2.14123  4.99730  -0.001
H  -1.51621  2.70288  3.55002  0.000
H  0.23796  2.86771  3.62809  0.000
H  -2.01172  0.04988  4.92474  0.000
H  -1.66707  -1.36327  3.96364  0.001
H  -3.39440  1.04532  3.10755  -0.001
H  -4.00796  -0.54505  3.51468  -0.002
H  -4.67593  -2.18371  1.44987  -0.001
H  -3.09651  -2.82560  1.91693  0.001
H  -3.47094  -2.57956  0.21008  -0.002
H  -5.23426  0.39301  1.04447  -0.001
H  -4.43297  0.17431  -0.52205  0.000
H  -4.00587  1.56040  0.49015  0.001
N  -1.50222  7.93760  -2.23874  0.001
C  -1.24055  6.73910  -1.67658  0.001
C  -0.07273  6.03218  -2.02555  0.000
C  0.19665  4.82007  -1.44544  0.000
C  -0.69819  4.27925  -0.51294  0.007
C  -1.87391  4.95590  -0.16612  0.000
C  -2.13401  6.17330  -0.74251  0.000
S  -0.24133  2.82163  0.21285  -0.018
O  0.74780  3.00864  1.23176  0.009
O  -1.52029  2.14793  0.70369  -0.034
N  0.34458  1.69197  -0.78640  0.005
C  -0.53529  1.18633  -1.76886  -0.019
S  -0.90523  1.82125  -3.29330  0.005
C  -1.97044  0.50031  -3.56487  -0.004
C  -1.99379  -0.32966  -2.50137  0.002
N  -1.16946  0.07081  -1.46665  0.000
H  -0.84984  8.36543  -2.87108  0.000
H  -2.30635  8.47765  -1.97420  0.000
H  0.61726  6.45326  -2.74519  0.000
H  1.10954  4.29428  -1.70234  0.000
H  -2.57049  4.53779  0.54752  0.000
H  -3.03595  6.71027  -0.47865  0.000
H  -2.50807  0.39786  -4.49353  0.000
H  -2.56003  -1.24439  -2.42412  0.001
C  2.03692  -4.33807  -2.92608  0.000
C  3.05495  -4.74649  -1.87458  0.000
N  3.95133  -3.65696  -1.47583  0.000
C  5.29402  -3.60016  -2.08258  0.000
C  5.27118  -3.57959  -3.60044  0.000
C  3.55787  -2.63164  -0.70201  0.001
O  4.13304  -1.56091  -0.58248  0.000
C  2.27386  -2.74367  0.09636  -0.011
C  1.98737  -3.69849  1.05317  -0.001
C  0.84262  -3.56940  1.83811  0.005
C  0.02405  -2.48472  1.63062  0.004
N  0.33063  -1.51727  0.74566  -0.015
C  1.43727  -1.64386  0.00330  0.009
H  1.40147  -5.18372  -3.19028  0.000
H  2.52224  -3.97759  -3.83148  0.000
H  1.39299  -3.53770  -2.55011  0.000
H  3.69084  -5.55241  -2.23935  0.000
H  2.54062  -5.14704  -1.00313  0.000
H  5.85578  -4.45987  -1.71304  0.000
H  5.76783  -2.70065  -1.70158  0.000
H  4.82470  -4.47814  -4.02815  0.000
H  6.29417  -3.52308  -3.97173  0.000
H  4.73068  -2.70846  -3.97306  0.000
H  2.66709  -4.52775  1.20908  0.000
H  0.58808  -4.29916  2.59323  0.000
H  -0.88715  -2.35964  2.19667  -0.002
H  1.68962  -0.83314  -0.67319  0.004


No. 6
The following is a DFT calculation (ωB97M-V/def2-TZVPD) of the molecule C23H31N7.

SMILES: CCC(C)(C)n1nnnc1[C@H](c1ccc2ncccc2c1)N1CCN2CCC[C@H]2C1
net charge: 0
max |F|: 1.4 eV Å⁻¹
Kohn-Sham gap: 8.814 eV
electronic energy: -1278.295511 Eh
energy above the lowest of the compared OMol25 structures with the same formula, charge and spin: 0.0 kJ/mol

Last column: Löwdin charge in e.
Cartesian coordinates (Å):
C  -3.08226  -4.20020  -0.72218  -0.091
C  -3.52154  -2.89725  -0.06308  -0.211
C  -2.53377  -1.72692  -0.23565  -0.491
C  -2.29855  -1.43236  -1.71467  -0.014
C  -3.09823  -0.48091  0.45562  -0.014
N  -1.29303  -2.08830  0.44287  0.015
N  -1.34860  -2.92764  1.48023  0.047
N  -0.18173  -3.06672  1.94639  -0.021
N  0.68768  -2.33802  1.26588  0.078
C  0.01160  -1.71301  0.32667  -0.224
C  0.59774  -0.76254  -0.66485  -0.203
C  2.10996  -0.66747  -0.60156  -0.163
C  2.80887  -0.53823  -1.82086  -0.028
C  4.16064  -0.34960  -1.85461  -0.002
C  4.89721  -0.27952  -0.65473  -0.233
N  6.23077  -0.09014  -0.71537  0.106
C  6.90152  -0.04080  0.40026  -0.145
C  6.32105  -0.17293  1.67564  -0.057
C  4.96878  -0.35986  1.76308  -0.011
C  4.20481  -0.41782  0.57848  -0.138
C  2.80859  -0.60278  0.57742  0.006
N  -0.06738  0.53203  -0.50749  -0.126
C  0.15261  1.47498  -1.58558  -0.149
C  -0.99389  2.50492  -1.55991  -0.152
N  -1.61689  2.46314  -0.26020  -0.171
C  -2.55896  3.51683  0.03739  -0.184
C  -2.79179  3.35971  1.54263  -0.149
C  -1.48947  2.72595  2.06934  -0.118
C  -0.64042  2.48507  0.81383  -0.285
C  0.15634  1.17278  0.77665  -0.111
H  -3.00133  -4.09487  -1.80122  0.065
H  -3.81385  -4.97647  -0.51298  0.074
H  -2.12527  -4.53001  -0.32604  0.066
H  -4.47886  -2.58530  -0.48441  0.117
H  -3.66129  -3.07509  1.00339  0.103
H  -1.68630  -2.20127  -2.17982  0.088
H  -3.25928  -1.40743  -2.22301  0.098
H  -1.82566  -0.46329  -1.83229  0.064
H  -3.20347  -0.66056  1.52372  0.091
H  -4.07880  -0.25198  0.04701  0.091
H  -2.44727  0.37457  0.29007  0.054
H  0.33440  -1.12416  -1.66664  0.136
H  2.25669  -0.59734  -2.74924  0.111
H  4.69517  -0.25456  -2.78672  0.112
H  7.96929  0.11184  0.30132  0.104
H  6.94218  -0.12611  2.55703  0.099
H  4.47268  -0.46868  2.71764  0.117
H  2.30764  -0.73323  1.52318  0.104
H  1.12549  1.98433  -1.48508  0.129
H  0.15412  0.94370  -2.53885  0.120
H  -1.75595  2.25918  -2.30522  0.119
H  -0.59696  3.50971  -1.79677  0.121
H  -3.46919  3.38482  -0.55005  0.120
H  -2.13935  4.51396  -0.18942  0.120
H  -3.63436  2.69398  1.72099  0.102
H  -3.00513  4.31638  2.01532  0.103
H  -0.97250  3.37808  2.77109  0.110
H  -1.69992  1.78507  2.57546  0.104
H  0.05592  3.33581  0.68004  0.151
H  1.22447  1.38437  0.94955  0.123
H  -0.18494  0.49215  1.56031  0.123